Entry from the Open Molecules 2025 dataset: 11 unconnected molecules or ions with the total composition C23H67NO11 (ωB97M-V/def2-TZVPD).

```
102
Properties=species:S:1:pos:R:3:forces:R:3:mulliken_charge:R:1
C -12.8562 16.1076 13.9786 0.34 0.03 -0.07 -1.791
C -11.3597 16.2406 14.3631 -0.73 0.14 -0.67 2.228
C -10.6963 17.2054 13.3821 0.70 -0.26 -0.86 -1.947
C -11.2060 16.8414 15.7626 0.07 -0.15 0.11 -1.095
C -11.4274 15.8257 16.8659 -0.26 0.59 0.41 -0.444
C -10.4632 14.6859 16.6461 0.39 0.35 0.34 -1.362
C -10.6814 13.9668 15.3099 -0.05 -0.44 1.08 1.925
C -9.5048 13.0234 15.1019 0.24 -0.27 -0.03 -2.015
C -11.9558 13.1180 15.4214 -0.73 -0.18 -0.63 -1.764
N -10.6600 14.9560 14.2483 0.59 0.41 0.04 0.048
O -10.8189 14.3835 12.9622 -0.57 -0.02 0.19 -0.468
H -13.3322 15.2490 14.4502 -0.10 0.19 0.17 0.283
H -13.3656 17.0285 14.2575 -0.21 -0.06 -0.04 0.406
H -12.9546 15.9804 12.8972 -0.05 0.08 0.05 0.527
H -10.9163 18.2497 13.5942 -0.16 0.05 0.07 0.141
H -9.6092 17.0579 13.3929 -0.12 0.16 0.43 0.485
H -10.9368 16.9911 12.3334 -0.35 0.06 0.24 0.450
H -10.1994 17.2638 15.8376 0.04 -0.15 0.16 -0.044
H -11.8899 17.6853 15.8909 -0.04 -0.03 -0.28 0.439
H -11.2708 16.3178 17.8312 0.32 -0.11 -0.07 0.164
H -12.4813 15.5270 16.9181 0.09 -0.27 -0.31 0.380
H -10.4721 13.9942 17.4921 -0.21 -0.30 -0.26 0.493
H -9.4480 15.1074 16.6645 -0.11 0.02 -0.15 0.255
H -9.6057 12.5113 14.1448 0.10 -0.11 0.09 0.410
H -9.4520 12.2969 15.9176 -0.21 -0.10 -0.13 0.397
H -8.5487 13.5491 15.1224 -0.13 0.22 -0.18 0.404
H -12.1147 12.5712 14.4790 0.01 -0.04 0.28 0.391
H -12.8778 13.6737 15.6147 0.25 0.23 -0.07 0.329
H -11.9224 12.3934 16.2356 0.41 -0.09 -0.09 0.400
H -11.7680 14.1595 12.8421 0.51 0.13 0.20 0.364
C -15.1538 21.9188 12.8651 0.36 0.11 0.18 -0.886
C -14.2040 22.0088 11.6883 -0.43 0.13 -0.85 0.081
O -14.9293 21.8196 10.4333 0.18 -0.13 0.93 -0.560
H -15.4822 20.9005 13.0657 -0.17 0.00 -0.20 0.290
H -16.0039 22.5808 12.7085 -0.11 -0.11 0.00 0.316
H -14.6269 22.2570 13.7652 -0.03 -0.02 -0.07 0.169
H -13.4184 21.2477 11.7557 -0.02 0.20 0.01 0.177
H -13.7555 23.0087 11.6656 0.15 -0.21 0.11 0.118
H -14.5977 22.4514 9.7957 0.11 0.04 -0.08 0.304
C -11.5132 22.1839 15.9616 -0.09 -0.52 -0.33 -0.029
C -10.5292 21.8475 14.8308 -0.54 2.04 0.84 0.460
O -10.5556 22.9228 13.8766 -0.04 -0.38 -0.27 -0.605
H -11.2789 23.1447 16.4249 0.24 -0.06 0.02 0.088
H -11.4727 21.3965 16.7199 -0.14 0.13 0.08 -0.306
H -12.5296 22.2736 15.5712 0.00 -0.17 0.03 0.029
H -10.8112 20.9386 14.3146 0.27 -0.18 -0.04 0.239
H -9.5468 21.8377 15.3043 0.17 -0.73 -0.33 -0.262
H -10.1882 23.7134 14.2974 0.07 -0.20 -0.10 0.307
C -6.3352 18.2369 16.5333 -0.21 -0.33 0.28 -1.269
C -6.4826 19.7385 16.6712 -0.37 -0.08 -0.36 0.049
O -7.8805 20.0546 16.8884 1.08 0.77 -0.11 -0.171
H -6.3055 17.7695 17.5199 -0.01 -0.06 -0.09 0.335
H -5.4515 17.9285 15.9747 0.14 0.23 0.12 0.410
H -7.1881 17.8085 16.0002 -0.05 0.18 -0.01 0.158
H -6.1301 20.2260 15.7479 -0.15 0.06 0.17 0.206
H -5.8873 20.1237 17.5074 0.00 -0.07 -0.09 0.366
H -7.8867 21.0388 16.9459 -0.51 -0.65 -0.04 -0.044
C -14.4185 20.2068 17.8709 -0.08 0.28 -0.80 -0.327
C -14.9827 20.4603 19.2526 -0.20 -0.06 0.21 -0.127
O -15.5627 19.2403 19.7371 0.31 -0.04 -0.18 -0.551
H -15.1293 20.4203 17.0653 -0.10 -0.12 0.19 0.366
H -14.1008 19.1732 17.7391 0.00 -0.06 0.27 0.187
H -13.5508 20.8389 17.6649 -0.06 0.00 0.22 -0.162
H -15.7767 21.2208 19.2527 0.25 0.07 -0.21 0.257
H -14.1600 20.8336 19.8724 -0.19 -0.35 0.26 0.151
H -15.7716 19.3064 20.6715 0.04 0.20 0.03 0.293
C -9.6076 26.3331 15.5139 0.32 -0.15 -0.39 -0.636
O -9.0037 25.1115 15.0072 0.32 0.60 0.45 -0.571
H -9.5616 27.1396 14.7744 -0.07 -0.26 -0.11 0.278
H -10.6479 26.0884 15.7060 0.02 0.15 0.21 0.245
H -9.0782 26.7042 16.3957 -0.26 -0.29 0.15 0.304
H -8.0511 25.2698 14.9451 -0.24 0.00 -0.30 0.283
C -10.1045 18.9294 19.2226 0.39 0.18 -0.30 -0.300
O -9.2857 18.0789 18.4531 0.30 -0.61 -0.25 -0.452
H -10.9615 18.3624 19.5781 -0.15 0.01 -0.10 0.336
H -9.5719 19.3090 20.1005 -0.01 0.12 -0.01 0.292
H -10.4230 19.7629 18.5944 -0.32 0.18 0.26 -0.147
H -8.7813 18.5924 17.7990 -0.28 0.18 0.43 0.250
C -6.7969 23.5334 17.4568 -0.26 1.00 0.45 -0.898
O -7.9390 22.9676 16.8491 -0.19 -0.31 -0.21 -0.169
H -5.8695 23.2606 16.9573 0.08 -0.06 -0.03 0.285
H -6.9016 24.6285 17.4977 0.24 -0.13 -0.24 0.337
H -6.7726 23.2522 18.5100 0.08 -0.41 -0.13 0.298
H -8.2547 23.5380 16.1288 -0.02 -0.14 0.29 0.154
C -11.1233 23.0939 19.6531 -0.30 1.26 0.27 -0.462
O -12.2202 22.2594 20.0388 0.54 0.29 -0.40 -0.467
H -11.4545 23.9414 19.0282 -0.12 -0.36 -0.08 0.268
H -10.6878 23.5919 20.5341 0.19 -0.45 -0.10 0.400
H -10.3567 22.5834 19.0784 -0.15 -0.51 0.21 -0.034
H -12.9075 22.8739 20.3151 -0.09 -0.22 0.06 0.282
C -7.7888 20.8112 13.0217 0.49 -0.20 0.40 0.129
O -6.4572 20.7755 12.4839 -0.41 0.31 -0.06 -0.580
H -8.2772 19.8463 12.8746 -0.14 0.02 0.00 0.201
H -7.7484 21.0229 14.0965 -0.15 -0.05 -0.09 -0.273
H -8.3760 21.5983 12.5551 0.17 0.00 -0.21 0.251
H -5.8882 20.3919 13.1534 0.04 -0.10 -0.02 0.325
C -12.6035 26.3747 13.0647 0.54 -0.43 0.38 -0.303
O -13.1916 27.0327 14.1772 -0.12 0.16 -0.09 -0.517
H -11.6908 26.9170 12.8201 -0.11 0.12 -0.08 0.231
H -12.2889 25.3626 13.3520 -0.12 -0.01 -0.22 -0.015
H -13.2358 26.3246 12.1767 -0.14 0.10 0.08 0.332
H -13.9869 26.5588 14.4357 0.01 -0.01 -0.04 0.296
```
Positions in Å, forces in eV/Å.

Computed properties:
- HOMO level (eV) = -8.1
- HOMO-LUMO gap (eV) = 8.1
- structure (SMILES) = CC1(C)CCCC(C)(C)N1O.CCO.CCO.CCO.CCO.CO.CO.CO.CO.CO.CO
- LUMO energy (eV) = 0.002

---

Entry from the Open Molecules 2025 dataset: a molecular structure, C30H26ClEuN4O6S (ωB97M-V/def2-TZVPD).

```
69
Properties=species:S:1:pos:R:3:forces:R:3:mulliken_charge:R:1
Eu 0.2103 -1.0377 0.6807 1.01 -0.81 -0.48 1.399
C 1.6563 -1.0095 5.5852 0.15 -2.28 -1.61 -0.632
O 0.3188 -1.5551 5.3563 -0.19 1.57 0.66 -0.475
C 0.1627 -2.7582 4.7147 1.54 -0.59 -0.46 0.393
C -0.2850 -3.8222 5.4724 0.77 -0.64 -1.11 -0.535
C -0.1552 -5.1446 4.9859 -0.33 -0.15 -1.39 -0.535
C 0.0833 -5.3399 3.6071 0.64 0.91 1.22 -0.864
C 0.3581 -4.2219 2.7774 -0.26 -0.36 1.31 0.985
C 0.2093 -4.4993 1.3938 -0.02 0.40 -3.69 -0.644
N -0.0981 -3.6332 0.4388 0.15 -0.24 3.22 0.293
N -0.4325 -4.1076 -0.7708 0.87 -1.08 -2.05 -0.865
C -0.6668 -3.1495 -1.6604 -0.75 -0.40 1.75 0.145
O -0.8646 -1.9322 -1.2897 0.04 -0.06 -1.47 -0.703
C -0.7352 -3.5747 -3.1150 -0.84 -0.93 0.23 0.168
C -0.3913 -4.8981 -3.5627 0.15 1.49 1.80 -0.263
C -0.0350 -5.0780 -4.8648 -0.68 0.11 -1.55 -0.535
C -0.4904 -4.1144 -5.8026 0.88 -0.81 0.10 -0.240
C -1.0544 -2.9456 -5.3701 -0.73 0.05 -1.80 -0.573
C -1.1903 -2.6632 -4.0567 1.43 -1.23 1.63 -0.376
C 0.5849 -2.9206 3.3289 -1.56 -1.29 1.47 0.273
O 0.9705 -1.9462 2.6352 0.67 1.17 -0.22 -0.726
H 2.0789 -0.7970 4.5822 0.04 -0.02 0.60 0.209
H 2.2990 -1.7945 6.0899 -0.66 0.86 -0.38 0.272
H 1.6197 -0.1014 6.1607 -0.49 0.16 0.32 0.249
H -0.7174 -3.5822 6.4143 0.14 -0.08 0.92 0.473
H -0.2289 -6.0157 5.6260 -0.43 0.16 0.11 0.364
H 0.1320 -6.3315 3.1354 -0.20 0.38 0.44 0.267
H 0.3466 -5.5622 1.0811 -0.48 0.59 0.17 0.263
H -0.4351 -5.6933 -2.8255 0.86 0.14 0.04 0.429
H 0.5396 -5.9507 -5.1931 -0.69 0.04 0.06 0.336
H -0.4659 -4.3047 -6.8683 0.43 -0.06 0.00 0.350
H -1.4438 -2.2530 -6.0990 -0.05 0.14 -0.22 0.339
H -1.5655 -1.7731 -3.6880 -0.60 1.83 0.50 0.521
C 1.1698 3.5867 -3.7294 0.64 -0.05 -0.07 -1.329
C 1.5499 4.2239 -2.4023 0.78 -0.32 -0.43 0.709
C 0.8477 5.3205 -1.9553 0.59 0.53 1.69 -0.638
C 1.2703 5.9512 -0.7511 0.73 -0.76 -1.32 0.206
Cl 0.0439 6.7166 0.1457 -0.37 1.17 0.52 -0.201
C 2.5789 5.7495 -0.2511 -2.25 0.89 0.01 -0.587
C 3.1984 4.6056 -0.6522 1.06 -0.88 -0.89 -0.509
C 2.6654 3.7605 -1.6229 -1.46 -0.56 -0.26 0.329
O 3.0821 2.4713 -1.8745 0.35 0.19 0.55 -0.429
C 3.5856 1.5882 -0.8015 -0.02 0.75 -0.06 -0.582
C 2.5029 0.7078 -0.0930 -0.48 0.40 0.68 0.950
O 2.3497 0.9483 1.1622 -0.23 -0.99 -2.68 -0.732
O 1.8820 -0.1534 -0.8242 1.08 1.44 1.23 -0.767
H 0.1533 3.2036 -3.7484 -0.10 -0.14 0.19 0.310
H 1.8692 2.7638 -3.9124 -0.34 0.08 -0.17 0.348
H 1.2397 4.3104 -4.5734 0.11 -0.32 0.66 0.310
H -0.0677 5.6693 -2.4432 0.29 -0.29 0.22 0.414
H 3.0102 6.4447 0.4687 -0.23 -0.44 0.07 0.411
H 4.1745 4.3878 -0.2668 0.29 -0.29 0.32 0.470
H 4.1387 2.1303 -0.0150 -0.42 0.07 -0.43 0.256
H 4.2987 0.9771 -1.3392 0.01 -0.38 -0.01 0.277
N -5.1225 3.7313 0.1216 0.22 1.04 0.37 -0.393
C -3.9661 4.0779 0.7735 -1.52 2.55 -0.32 0.052
S -3.6347 5.6232 1.3835 -0.47 -1.58 -0.70 -0.297
C -3.0338 2.9883 0.7936 1.27 -1.46 0.84 0.767
C -3.0497 2.0582 -0.2463 0.33 -0.10 0.15 -0.852
C -2.2074 0.9682 -0.1686 0.63 -0.34 0.13 -0.173
N -1.3964 0.7537 0.8791 -1.15 1.09 0.46 -0.228
C -1.3927 1.6376 1.9012 0.04 -0.26 0.02 -0.396
C -2.1677 2.7819 1.8951 -0.34 0.82 -0.68 -0.638
H -5.8586 4.3780 -0.1406 0.53 0.12 0.52 0.215
H -5.3667 2.7696 0.0833 -0.05 -0.62 -0.17 0.232
H -3.6539 2.1880 -1.1320 -0.04 0.07 0.05 0.463
H -2.1366 0.2198 -0.9653 -0.08 0.22 0.19 0.453
H -0.7657 1.3727 2.7643 -0.12 0.23 -0.50 0.484
H -2.1054 3.5988 2.6377 -0.06 -0.89 -0.25 0.335
```
Positions in Å, forces in eV/Å.

Computed properties:
- 2S+1 = 8
- HOMO level (alpha / beta) (eV) = -3.3 / -3.9
- HOMO-LUMO gap (alpha / beta) (eV) = 4.2 / 4.9
- net charge = -1
- LUMO energy (alpha / beta) (eV) = 0.884 / 0.927

---

F_max per entry: 0.044 0.072 Eh/bohr